{
  "formula": "C31H34ClN2O5PS2SeTl",
  "method": "ωB97M-V/def2-TZVPD",
  "elements": ["Tl", "C", "C", "C", "C", "N", "C", "C", "C", "C", "C", "C", "C", "H", "H", "H", "H", "H", "H", "H", "H", "Se", "C", "C", "C", "N", "C", "C", "H", "H", "H", "H", "C", "C", "C", "C", "Cl", "C", "C", "C", "O", "C", "C", "O", "O", "H", "H", "H", "H", "H", "H", "H", "H", "C", "C", "C", "O", "P", "S", "S", "O", "C", "C", "C", "H", "H", "H", "H", "H", "H", "H", "H", "H", "H", "H", "H", "H", "H"],
  "xyz": [[-0.40625, 0.13738, 0.74358], [0.56122, -4.73252, -0.37622], [1.31618, -5.09179, 0.73003], [1.68589, -4.12216, 1.64229], [1.30757, -2.79492, 1.42015], [0.58997, -2.46419, 0.35090], [0.21683, -3.39980, -0.51436], [1.61564, -1.70484, 2.39748], [2.56745, -1.92569, 3.39567], [2.77327, -0.99956, 4.40431], [2.00390, 0.15290, 4.44260], [1.08351, 0.39486, 3.43194], [0.90292, -0.49971, 2.38281], [0.23871, -5.46128, -1.10704], [1.60079, -6.12445, 0.89108], [2.23526, -4.39854, 2.53026], [-0.38293, -3.05482, -1.34955], [3.16673, -2.82784, 3.38745], [3.52374, -1.18526, 5.16291], [2.13549, 0.87535, 5.23929], [0.50475, 1.30560, 3.45481], [-0.95938, 2.75983, 1.17958], [0.72599, 3.40112, 1.79120], [1.93172, 3.05511, 1.17997], [3.12182, 3.54820, 1.68923], [3.21042, 4.36397, 2.74151], [2.05226, 4.70513, 3.31193], [0.81117, 4.26079, 2.88712], [1.93881, 2.39868, 0.31296], [4.06258, 3.27002, 1.22324], [2.12123, 5.37086, 4.16737], [-0.08554, 4.56587, 3.41149], [-7.64652, -0.32925, -1.47511], [-6.47004, -1.18375, -1.84961], [-6.34986, -1.74660, -3.10816], [-5.24062, -2.51343, -3.43314], [-5.12127, -3.21055, -5.03281], [-4.23333, -2.72153, -2.51684], [-4.34213, -2.17143, -1.24501], [-5.45665, -1.41236, -0.90974], [-5.67048, -0.85511, 0.31237], [-4.65133, -0.99688, 1.28650], [-3.32753, -0.32415, 0.91010], [-3.30921, 0.59936, 0.10786], [-2.31927, -0.84259, 1.50578], [-8.30254, -0.18048, -2.33252], [-7.31182, 0.64301, -1.11103], [-8.22297, -0.78593, -0.66795], [-7.12227, -1.57976, -3.84854], [-3.35715, -3.29408, -2.78839], [-3.53301, -2.32186, -0.54471], [-4.47134, -2.05066, 1.51236], [-5.03295, -0.51110, 2.18354], [2.59880, 4.36048, -2.66086], [1.37283, 3.48270, -2.82362], [0.40055, 3.61131, -1.66026], [1.79617, 2.12112, -3.05266], [1.98642, 1.09196, -1.82167], [0.92237, -0.63081, -2.46596], [-0.91319, -0.05399, -1.67575], [3.51908, 0.62064, -2.19110], [4.27686, -0.26776, -1.34365], [3.79432, -0.29556, 0.09883], [4.29947, -1.65827, -1.95522], [2.31071, 5.41230, -2.60425], [3.28181, 4.22381, -3.49916], [3.12427, 4.09885, -1.73900], [0.85350, 3.74603, -3.74714], [0.88794, 3.44748, -0.69495], [-0.41661, 2.89449, -1.74434], [-0.02162, 4.61864, -1.65662], [5.28940, 0.14328, -1.36588], [2.79584, -0.72890, 0.17322], [3.77338, 0.70334, 0.53800], [4.47149, -0.91393, 0.69206], [3.29610, -2.08690, -1.95917], [4.95233, -2.31131, -1.37106], [4.66839, -1.61815, -2.98072]],
  "e_above_lowest_kcal_mol": 28.12,
  "energy_ha": -5859.420647,
  "mol_weight_g_mol": 928.5,
  "homo_lumo_gap_ev": 7.5,
  "e_homo_ev": -5.0643,
  "charge": -1
}